C4H9NS | the ωB97M-V functional and the def2-TZVPD basis

Atoms and positions in Å:
C -0.83 0.22 0.01
H 3.42 -1.37 -0.15
S -2.18 -0.63 0.05
H 0.75 -0.11 -1.40
H 0.00 -1.61 -0.56
N 1.69 0.01 0.48
C 0.51 -0.49 -0.31
H 3.20 0.38 -1.17
C -0.74 1.65 -0.11
H -1.73 2.27 -0.81
C 3.02 -0.28 -0.09
H 0.84 1.85 -0.45
H -0.91 1.88 1.43
H 3.93 0.27 0.32
H 1.81 -0.25 1.57

Summary:
energy above the lowest of the compared OMol25 structures with the same formula, charge and spin: 8.076 eV
total charge: 0
HOMO-LUMO gap: 8.29 eV
LUMO: -0.26 eV
highest occupied orbital energy: -8.555 eV
total energy: -16611.378 eV